# 1
The following is a DFT calculation (ωB97M-V with the def2-TZVPD basis set) of an isolated molecule of C5H10O.

## Properties
Kohn-Sham gap (Eh): 0.4002
Calculated total energy (eV): -7393.6911
SMILES string: CCC1(O)CC1
HOMO level (eV): -9.8450
Energy above the lowest of the compared OMol25 structures with the same formula, charge and spin (kcal per mole): 24.8

Last column: natural (NBO) charge in e.
CARTESIAN COORDINATES (ANGSTROEM)
H -1.665 1.115 1.428  0.23
H 0.968 -1.176 -1.113  0.20
H 2.301 -0.521 0.905  0.22
H 2.960 0.199 -0.569  0.21
H -0.941 1.914 -0.059  0.21
O -0.362 -1.210 1.210  -0.71
C -1.233 0.992 0.439  -0.44
H -0.929 -1.932 0.907  0.47
C -1.797 -0.120 -0.417  -0.45
C 2.094 0.196 0.105  -0.61
C -0.432 -0.253 0.181  0.23
H -2.569 -0.710 0.075  0.21
H 2.023 1.193 0.555  0.20
C 0.824 -0.185 -0.666  -0.40
H -1.908 -0.026 -1.492  0.22
H 0.665 0.524 -1.489  0.20

# 2
The following is a DFT calculation (ωB97M-V with the def2-TZVPD basis set) of an isolated molecule of C5H10O at a distorted geometry.

## Properties
Kohn-Sham gap (Eh): 0.3838
Calculated total energy (eV): -7392.0902
SMILES string: C1CCOCC1
HOMO level (eV): -9.3251
Energy above the lowest of the compared OMol25 structures with the same formula, charge and spin (kcal per mole): 61.7

Last column: natural (NBO) charge in e.
CARTESIAN COORDINATES (ANGSTROEM)
C 0.762 -1.082 -0.624  -0.45
H -0.447 2.242 -0.784  0.22
C 0.268 -1.300 0.902  -0.05
C -0.724 1.210 -0.540  -0.44
H 1.073 -0.909 1.560  0.14
H 1.687 -1.684 -0.633  0.21
H -2.250 0.769 1.065  0.21
C 0.912 0.399 -0.838  -0.37
H 0.946 0.813 -1.834  0.21
H 0.255 -2.406 0.985  0.19
C -1.201 0.928 0.853  -0.08
H -0.744 1.644 1.564  0.18
H 1.813 0.737 -0.266  0.20
H -1.458 0.837 -1.284  0.21
O -0.953 -0.707 1.241  -0.59
H 0.060 -1.492 -1.368  0.20

# 3
The following is a DFT calculation (ωB97M-V with the def2-TZVPD basis set) of an isolated molecule of C5H10O.

## Properties
Kohn-Sham gap (Eh): 0.3846
Calculated total energy (eV): -7394.7061
SMILES string: CC(=O)C(C)C
HOMO level (eV): -9.5365
Energy above the lowest of the compared OMol25 structures with the same formula, charge and spin (kcal per mole): 1.4

Last column: natural (NBO) charge in e.
CARTESIAN COORDINATES (ANGSTROEM)
C 2.092 -0.193 -0.027  -0.72
C -1.630 0.767 -0.675  -0.61
H 2.975 0.125 -0.586  0.24
C -0.622 -0.685 1.162  -0.60
H -0.573 -1.111 -0.883  0.22
C 0.858 0.425 -0.644  0.61
O 0.953 1.381 -1.385  -0.55
H -1.441 1.250 -1.638  0.24
H 2.174 0.170 1.005  0.24
C -0.501 -0.190 -0.291  -0.33
H -2.587 0.238 -0.722  0.21
H 2.034 -1.284 0.010  0.22
H 0.047 -1.525 1.388  0.21
H -1.645 -1.044 1.327  0.22
H -0.423 0.112 1.885  0.21
H -1.712 1.562 0.076  0.21

# 4
The following is a DFT calculation (ωB97M-V with the def2-TZVPD basis set) of a cluster of 2 separate species, C5H10O in total.

## Properties
Kohn-Sham gap (Eh): 0.3668
Calculated total energy (eV): -7393.1455
SMILES string: C/C=C/C=O.C
HOMO level (eV): -9.6941
Energy above the lowest of the compared OMol25 structures with the same formula, charge and spin (kcal per mole): 37.4

Last column: natural (NBO) charge in e.
CARTESIAN COORDINATES (ANGSTROEM)
H -2.032 -1.570 0.618  0.21
C 2.224 -0.657 -0.210  0.40
H -0.458 2.711 0.307  0.24
H -1.832 -0.671 -0.915  0.20
H 1.466 0.526 1.504  0.21
H 3.144 -0.930 0.344  0.11
O 1.973 -1.182 -1.278  -0.54
H -0.453 -0.943 0.204  0.22
C 0.303 0.821 -0.243  -0.04
C 1.340 0.326 0.441  -0.39
H -1.053 -2.265 -0.751  0.22
H -1.721 1.591 -0.226  0.23
H 0.234 0.543 -1.296  0.23
C -1.358 -1.368 -0.215  -0.86
H -0.993 1.399 1.379  0.22
C -0.785 1.669 0.337  -0.67

# 5
The following is a DFT calculation (ωB97M-V with the def2-TZVPD basis set) of an isolated molecule of C5H10O at a distorted geometry.

## Properties
Kohn-Sham gap (Eh): 0.3970
Calculated total energy (eV): -7392.1966
SMILES string: C[C@@H](O)C1CC1
HOMO level (eV): -9.7348
Energy above the lowest of the compared OMol25 structures with the same formula, charge and spin (kcal per mole): 59.2

Last column: natural (NBO) charge in e.
CARTESIAN COORDINATES (ANGSTROEM)
H -1.419 2.461 0.133  0.22
C -0.577 0.424 -0.259  -0.26
C 0.381 -0.558 0.341  0.11
H 1.795 -1.802 -0.779  0.47
H 1.280 -0.074 0.726  0.19
H -0.605 1.626 -2.123  0.22
H 0.162 -2.301 0.325  0.31
H 0.349 -1.855 2.140  0.21
H -1.572 0.029 -0.459  0.22
H 1.053 1.345 -1.414  0.22
H -1.271 -1.642 1.356  0.21
O 0.873 -1.499 -0.875  -0.80
C -0.183 -1.649 1.206  -0.72
C -0.494 1.891 0.094  -0.41
H 0.245 2.201 0.827  0.21
C -0.018 1.403 -1.240  -0.40

# 6
The following is a DFT calculation (ωB97M-V with the def2-TZVPD basis set) of a cluster of 2 separate species, C5H10O2 in total at a distorted geometry.

## Properties
Net charge: -1
Kohn-Sham gap (alpha / beta) (Eh): 0.1445 / 0.2292
Multiplicity: 2
Calculated total energy (eV): -9438.1194
HOMO level (alpha / beta) (eV): 0.0271 / -2.3525
Energy above the lowest of the compared OMol25 structures with the same formula, charge and spin (kcal per mole): 55.6

Last column: natural (NBO) charge in e.
CARTESIAN COORDINATES (ANGSTROEM)
C -0.110 2.373 -0.729  -0.56
H 0.203 1.811 1.223  0.17
H 0.873 -2.666 1.106  0.18
C 0.051 -0.757 0.945  0.18
H 1.655 -0.989 2.176  0.44
C 0.066 -2.197 0.466  -0.66
H 0.816 -0.075 -2.742  0.45
H 0.254 -2.276 -0.559  0.19
O 0.718 -0.565 2.201  -0.77
C -0.134 1.455 0.284  -0.15
H -0.926 -2.724 0.533  0.15
H -0.384 -0.168 -1.957  0.49
C -0.671 0.206 0.335  -0.67
H -1.686 -0.178 0.297  0.19
H 0.400 3.328 -0.631  0.16
O -0.199 -0.016 -2.890  -0.97
H -0.561 2.103 -1.740  0.19

# 7
The following is a DFT calculation (ωB97M-V with the def2-TZVPD basis set) of a structure of composition C5H10O2 at a distorted geometry.

## Properties
Kohn-Sham gap (Eh): 0.3855
Calculated total energy (eV): -9439.1684
HOMO level (eV): -9.4905
Energy above the lowest of the compared OMol25 structures with the same formula, charge and spin (kcal per mole): 89.4

Last column: natural (NBO) charge in e.
CARTESIAN COORDINATES (ANGSTROEM)
H 1.663 0.804 1.426  0.21
C -0.519 -1.914 1.130  -0.26
H 0.470 2.168 1.155  0.22
C 0.948 0.976 -0.569  0.07
H 1.988 1.014 -0.971  0.19
O -0.890 -0.740 0.384  -0.57
H 0.395 -1.158 -1.203  0.19
H -0.977 0.577 -2.640  0.18
H -1.769 1.017 -1.084  0.20
H -0.073 0.474 1.167  0.26
C -0.821 0.788 -1.579  -0.09
O 0.135 1.834 -1.386  -0.53
H -1.106 -2.022 2.065  0.20
C -0.023 -0.256 -0.780  0.06
C 0.771 1.158 0.912  -0.69
H -0.726 -2.807 0.535  0.18
H 0.534 -1.912 1.437  0.17

# 8
The following is a DFT calculation (ωB97M-V with the def2-TZVPD basis set) of an isolated molecule of C5H10O2.

## Properties
Kohn-Sham gap (Eh): 0.4007
Calculated total energy (eV): -9440.6552
SMILES string: C[C@@H](O)[C@H]1CCO1
HOMO level (eV): -9.8348
Energy above the lowest of the compared OMol25 structures with the same formula, charge and spin (kcal per mole): 55.1

Last column: natural (NBO) charge in e.
CARTESIAN COORDINATES (ANGSTROEM)
H 2.931 -0.472 0.690  0.17
C -1.044 0.017 -0.439  0.07
C 1.509 0.242 -0.866  -0.46
H -3.120 -0.660 -0.137  0.22
C -2.230 -0.441 0.461  -0.64
H -0.496 1.311 0.790  0.46
H 1.171 1.241 -1.140  0.24
H -1.325 -0.032 -1.501  0.18
H -2.507 0.424 1.077  0.23
O -0.844 1.386 -0.113  -0.72
H 0.400 -1.679 -0.678  0.18
C 0.349 -0.638 -0.327  0.09
H 2.154 -0.166 -1.647  0.21
H -2.036 -1.274 1.141  0.22
O 0.850 -0.517 1.022  -0.55
C 2.040 0.156 0.568  -0.06
H 2.196 1.102 1.101  0.17

# 9
The following is a DFT calculation (ωB97M-V with the def2-TZVPD basis set) of an isolated molecule of C5H10O2.

## Properties
Kohn-Sham gap (Eh): 0.3855
Calculated total energy (eV): -9441.3912
SMILES string: COC(C)(C)C=O
HOMO level (eV): -9.5706
Energy above the lowest of the compared OMol25 structures with the same formula, charge and spin (kcal per mole): 38.1

Last column: natural (NBO) charge in e.
CARTESIAN COORDINATES (ANGSTROEM)
H 1.068 -1.772 0.116  0.22
H 2.366 0.438 0.242  0.23
H 0.895 -1.301 -1.588  0.23
C -0.798 0.924 -1.008  0.42
C 0.426 -1.251 -0.602  -0.64
H -0.933 1.990 -0.721  0.11
H -1.671 0.028 2.474  0.20
C 0.261 0.201 -0.174  0.14
H -2.070 -0.390 0.788  0.17
O -1.470 0.417 -1.873  -0.51
H 1.868 1.085 -1.338  0.22
H 1.467 1.965 0.159  0.22
O -0.150 0.347 1.183  -0.53
H -1.020 -1.464 1.748  0.17
H -0.532 -1.772 -0.669  0.23
C -1.282 -0.416 1.554  -0.26
C 1.572 0.972 -0.289  -0.61

# 10
The following is a DFT calculation (ωB97M-V with the def2-TZVPD basis set) of an isolated molecule of C5H10O2.

## Properties
Kohn-Sham gap (Eh): 0.4018
Calculated total energy (eV): -9440.5653
SMILES string: CO[C@H]1C[C@H]1CO
HOMO level (eV): -9.9442
Energy above the lowest of the compared OMol25 structures with the same formula, charge and spin (kcal per mole): 57.1

Last column: natural (NBO) charge in e.
CARTESIAN COORDINATES (ANGSTROEM)
C 2.169 0.699 0.129  -0.24
H -2.800 0.535 -0.176  0.18
H 2.912 -0.104 0.227  0.17
O -1.691 0.457 -1.862  -0.72
H -1.241 1.365 -0.051  0.16
C -0.301 -0.627 1.412  -0.45
H -1.645 -1.694 -0.026  0.22
C -1.745 0.473 -0.452  -0.06
C 0.385 -0.826 0.091  0.08
H 1.926 1.073 1.133  0.17
H 0.869 -1.787 -0.095  0.19
H -0.283 -1.448 2.122  0.22
H -0.749 0.475 -2.082  0.47
C -1.106 -0.764 0.144  -0.27
H 2.592 1.511 -0.468  0.19
O 1.009 0.253 -0.539  -0.54
H -0.254 0.364 1.859  0.22

# 11
The following is a DFT calculation (ωB97M-V with the def2-TZVPD basis set) of a structure of composition C5H10O2.

## Properties
Kohn-Sham gap (Eh): 0.3284
Calculated total energy (eV): -9437.7822
HOMO level (eV): -8.3162
Energy above the lowest of the compared OMol25 structures with the same formula, charge and spin (kcal per mole): 121.3

Last column: natural (NBO) charge in e.
CARTESIAN COORDINATES (ANGSTROEM)
C -1.083 0.622 0.909  -0.06
C -0.381 -0.321 0.119  -0.40
H 1.907 1.781 -0.517  0.19
H -1.560 1.517 0.507  0.19
O 0.737 -2.489 0.225  -0.71
H -0.969 -2.062 1.206  0.18
H 0.557 0.241 0.960  0.45
C -0.510 -1.815 0.242  -0.05
H 1.005 -0.172 -1.554  0.20
H -1.169 -2.224 -0.541  0.16
H -1.411 0.345 1.910  0.21
H -0.499 0.727 -1.818  0.21
H 0.346 2.611 -0.675  0.17
O 0.619 1.524 1.059  -0.67
C 0.832 1.691 -0.330  -0.09
C 0.225 0.416 -1.054  -0.45
H 1.148 -2.323 -0.633  0.46

# 12
The following is a DFT calculation (ωB97M-V with the def2-TZVPD basis set) of a cluster of 2 separate species, C5H10O2 in total.

## Properties
Kohn-Sham gap (Eh): 0.3323
Calculated total energy (eV): -9438.6244
HOMO level (eV): -8.7495
Energy above the lowest of the compared OMol25 structures with the same formula, charge and spin (kcal per mole): 101.9

Last column: natural (NBO) charge in e.
CARTESIAN COORDINATES (ANGSTROEM)
H -0.825 3.451 -0.221  0.23
C 0.985 -0.430 -0.600  0.24
H 0.732 -1.197 1.625  0.22
C -0.152 -1.825 1.727  -0.85
H 0.836 1.642 0.366  0.21
H -0.784 -1.441 2.524  0.21
C -0.195 1.434 0.071  -0.07
H 1.360 -1.354 -2.465  0.11
C -0.796 2.518 -0.792  -0.64
H -0.800 1.215 0.955  0.20
O 1.179 -2.800 -1.037  -0.52
H -1.815 2.258 -1.091  0.22
H 0.184 -2.836 1.953  0.23
O -0.140 0.192 -0.694  -0.46
H -0.687 -1.850 0.781  0.21
C 1.102 -1.651 -1.417  0.27
H -0.184 2.674 -1.685  0.22